Entry 1:
41
Properties=species:S:1:pos:R:3:forces:R:3:lowdin_charge:R:1 method="wB97M-V/def2-TZVPD" total_energy_ev=-92899.0159 lumo_energy_ev="0.25 / -1.65" multiplicity=2 orbital_gap_ev="7.7 / 5.8"
H 3.897446 -0.552215 -1.214370 0.686 -0.839 0.351 0.0979
H 3.241606 -0.914895 0.407860 -0.307 0.351 0.180 0.0914
H 1.799076 1.162225 0.856300 -0.298 -0.263 0.258 0.1056
N -0.313524 -0.612235 1.054950 -0.361 -0.563 -0.738 0.0210
H 0.168766 3.166385 -1.753150 0.485 0.190 -0.113 0.0945
H 0.598806 -0.774845 1.456600 0.354 0.041 -0.107 0.0558
H -1.353844 -2.682025 3.524200 -0.404 0.402 0.294 0.0730
H -5.195474 -1.317705 2.222120 0.511 -0.130 0.872 0.0852
C -0.865704 -1.807595 3.093870 0.105 -1.162 -1.600 -0.0413
H -0.703764 0.117425 1.634090 0.089 0.772 -0.207 0.0723
H 2.542236 -1.678095 -1.026210 -0.152 0.101 -0.015 0.0915
H 2.092366 -1.199315 -4.548060 0.429 0.570 0.014 0.0886
C -4.816864 -2.065525 1.525320 -0.728 0.325 -0.622 -0.1030
H 1.308326 4.596105 0.108090 0.418 0.341 -0.102 0.0901
H -2.800394 -1.348475 0.137720 0.581 0.166 -0.395 0.0931
C 1.915396 2.726885 -0.558700 0.199 -1.107 -2.166 -0.4521
H 3.058896 4.228795 0.384310 -0.137 0.194 0.437 0.0912
C 2.041066 3.838775 0.386710 -0.023 0.856 0.909 -0.0663
H 0.767006 -1.895255 -3.821300 -0.396 -0.136 0.403 0.0875
Ag -0.065214 0.367025 -1.419350 -1.856 -0.294 -0.438 0.5591
C 1.013886 -1.058965 -4.475350 -0.587 0.000 -0.061 -0.2005
H -5.495314 -2.918625 1.529230 0.481 -0.281 0.393 0.0879
H 3.411326 1.508335 0.431490 0.514 -0.290 -0.726 0.1346
H -0.964554 -2.720675 1.061160 1.008 0.106 -0.114 0.1414
H 1.706296 3.505455 1.369020 0.347 0.088 0.375 0.0882
H 2.536676 2.896915 -1.438020 -0.065 0.222 -0.239 0.1498
H -0.064144 2.705405 -0.214930 -0.407 0.086 0.025 0.0774
C -1.135304 -1.743245 1.512340 -0.370 -0.579 2.258 -0.3749
N 0.537026 2.581135 -1.016960 -0.320 -0.627 0.630 0.0050
Br -2.852934 0.934675 -2.205120 0.956 -0.266 0.344 -0.5415
C 2.993686 -0.763115 -0.642670 1.152 -0.642 -1.264 -0.1167
O -3.458294 -2.445675 1.663640 -1.207 -1.632 0.891 -0.1598
O 0.626396 0.134335 -3.896480 0.534 -0.568 -0.152 -0.1110
O 2.225116 0.349735 -0.992040 0.215 1.447 1.747 -0.2713
H -5.075484 -1.553755 0.598330 0.719 -0.130 -0.696 0.0870
H 0.552596 -1.247775 -5.444710 -0.018 0.132 -0.128 0.0767
H 0.196476 -1.999605 3.245510 0.246 -0.043 -0.151 0.0605
C 2.420756 1.393535 -0.008630 -1.464 0.365 0.048 -0.1903
C -2.589074 -1.497945 1.196550 -0.308 2.207 -0.417 -0.2796
H -1.045124 -0.858965 3.599860 -0.602 -0.097 -0.059 0.0764
H -2.856214 -0.556615 1.676780 -0.020 0.688 0.080 0.1257



Entry 2:
41
Properties=species:S:1:pos:R:3:forces:R:3:lowdin_charge:R:1 method="wB97M-V/def2-TZVPD" total_charge=+2 total_energy_ev=-73999.0624 lumo_energy_ev="-7.40 / -7.35" multiplicity=5 orbital_gap_ev="8.2 / 8.2"
H -2.168899 -1.248813 1.531610 -0.230 0.328 0.055 0.0633
H -3.348050 -1.741956 -1.704476 0.027 -0.235 0.090 0.0549
H 2.306611 1.969861 3.917412 -0.151 -0.162 -0.078 0.0669
H 2.432839 0.391790 3.051101 -0.082 0.257 0.194 0.0018
H -0.935653 -1.622652 -3.211834 0.005 -0.234 0.009 0.0544
O -1.821613 0.604512 0.727601 -0.574 0.578 -0.280 -0.3529
H 0.454850 -3.883681 0.057199 -0.191 -0.081 -0.104 0.0312
H -2.287587 1.450227 0.578597 0.155 -0.506 0.289 0.1278
C -2.926990 -2.597925 -1.159356 -0.264 0.410 0.043 -0.2508
H -2.365574 0.074785 2.714242 0.002 0.079 -0.526 0.1051
C 1.752667 1.176141 3.402976 -0.081 -0.332 -0.168 -0.2713
H -0.810331 -4.748209 -0.876420 -0.035 0.226 0.104 0.0675
H -3.618563 -0.172546 1.438888 0.333 -0.147 0.114 0.1139
O 0.896063 1.360441 -2.051843 2.058 -1.055 -2.082 -0.2005
H -3.111756 -3.513404 -1.743699 0.190 0.294 0.244 0.0718
P 0.840511 1.861692 1.978561 0.834 0.604 0.600 0.6921
C 2.096304 2.961590 1.211228 -0.081 -0.008 -0.242 -0.2716
H 2.555279 3.577581 1.997537 -0.027 -0.112 -0.346 0.0640
H -3.453929 -2.671293 -0.197614 0.160 -0.059 -0.268 0.0518
H 3.152131 2.166932 -3.846324 -0.209 -0.231 0.042 0.1361
C -0.497398 -2.428085 -2.606054 0.127 0.187 -0.033 -0.2824
C -0.615198 -3.924182 -0.180246 0.373 0.154 0.351 -0.2514
Cl 2.033522 -1.328360 0.953707 -0.526 0.251 -0.382 -0.0876
H -1.143778 -4.109611 0.762563 0.036 0.042 -0.211 0.0609
H -0.773803 -3.403896 -3.034241 0.200 0.368 0.024 0.0728
H 1.617045 3.610506 0.459182 0.216 -0.125 0.294 0.0516
H 1.457062 2.262726 -4.432631 0.234 -0.059 0.290 0.1193
C -2.547161 -0.226767 1.669240 -0.316 -0.270 0.404 -0.0690
H 2.872470 2.360557 0.705596 -0.188 0.246 0.289 0.0485
C 2.235564 1.588241 -4.053208 -0.281 0.083 -0.743 -0.0261
C -0.289080 3.043143 2.800713 -0.282 -0.047 -0.234 -0.2575
Pm 0.272231 0.064685 -0.246802 0.557 -0.304 1.391 1.1922
H 0.268416 3.784286 3.396791 -0.156 -0.327 -0.247 0.0709
C 1.780592 0.911938 -2.834359 -1.123 0.964 1.359 -0.7430
H -0.886876 3.568321 2.040192 0.107 -0.052 0.347 0.0488
P -1.137639 -2.321953 -0.888841 -0.605 -1.564 -0.518 0.6887
Cl 2.589551 -0.587805 -2.439805 -0.325 0.652 0.019 0.7972
H 2.460138 0.840763 -4.823301 0.156 0.189 0.182 0.1096
H 1.028221 0.719364 4.086214 0.198 0.067 -0.015 0.0573
H -0.957622 2.477272 3.467215 0.139 0.273 -0.187 0.0509
H 0.595436 -2.296216 -2.617310 -0.380 -0.344 -0.069 -0.0073



Entry 3:
45
Properties=species:S:1:pos:R:3:forces:R:3:lowdin_charge:R:1 method="wB97M-V/def2-TZVPD" total_charge=-1 total_energy_ev=-283420.2369 lumo_energy_ev="2.40 / 2.10" multiplicity=2 orbital_gap_ev="5.5 / 5.2"
H 6.234093 -0.725603 0.261169 -0.024 0.003 -0.025 0.0099
C 2.766377 -0.199780 2.507435 0.100 0.021 -0.162 -0.2202
C 3.020972 -1.710850 -0.339338 0.063 0.228 0.134 -0.2178
H -3.845783 -0.376085 -1.867520 -0.028 -0.021 -0.005 0.1174
H 3.183975 0.580532 3.145330 0.017 -0.008 0.009 0.0199
C -3.499733 -2.084991 -0.596055 0.095 0.256 -0.190 -0.2024
H 2.820139 -1.148528 3.042362 0.024 -0.019 -0.024 0.0149
H -0.434230 0.127078 1.352289 0.132 -0.032 -0.071 0.0646
C -1.199669 -1.588669 0.503936 0.181 -0.062 -0.087 -0.2561
H -4.715793 1.016118 -0.195777 -0.038 0.209 0.158 -0.0217
C -1.970456 -2.026915 -0.746397 -0.134 0.031 0.293 -0.1884
S -6.054135 2.996428 -1.405913 0.446 0.119 0.124 -0.1212
H 4.191358 2.216588 0.503772 0.016 0.007 -0.016 -0.0015
H 0.451990 1.808412 -2.266599 -0.027 -0.043 -0.062 -0.0500
S -4.549893 4.279465 -1.503511 -0.401 -0.264 -0.163 -0.2207
H 6.084078 0.071826 1.830294 -0.016 0.012 0.007 0.0102
H -1.715251 -1.349264 -1.566773 0.047 -0.084 -0.074 0.1132
C -4.249346 -0.801883 -0.945673 -0.198 -0.177 0.117 -0.2651
H -1.776213 -1.851590 1.393802 0.046 -0.004 0.035 0.1115
H 5.728615 -1.653574 1.679010 0.018 0.002 0.002 0.0088
H -4.538557 -0.100807 0.968518 -0.006 0.003 0.000 0.0839
H 1.719595 0.045314 2.329866 0.014 -0.009 -0.032 -0.0105
C 1.473736 1.536661 -2.013278 0.048 0.055 0.094 -0.4412
C 5.647314 -0.686600 1.179532 -0.205 -0.011 -0.011 -0.2341
Se 1.758571 2.168447 -0.194284 0.458 -0.122 0.057 0.7800
H -3.882395 -2.870797 -1.253168 -0.004 -0.016 0.043 0.1004
H 4.033540 1.475833 -1.088438 0.070 -0.016 0.027 0.0044
S -3.486017 2.922884 1.803020 -0.323 0.482 0.254 -0.1236
H -0.420153 0.156800 -0.274753 0.117 -0.022 0.038 0.0255
S -1.294893 2.982935 -0.720330 -0.307 0.479 -0.459 -0.1249
Ge 3.748176 -0.271184 0.802575 0.004 0.020 -0.056 0.7449
H 1.948727 -1.583097 -0.494014 -0.002 0.025 0.014 -0.0069
H -0.252136 -2.145139 0.551589 -0.061 -0.029 0.020 0.0924
H -1.620083 -3.025392 -1.017982 0.040 0.029 -0.055 0.0996
C 3.626164 1.486764 -0.077208 -0.281 -0.150 0.123 -0.6191
N -4.144127 0.223782 0.091827 -0.445 -0.282 -0.510 -0.0442
As -2.842633 4.254602 0.212448 0.378 -0.249 0.316 0.0928
H 1.622258 0.458485 -2.069045 -0.034 0.004 -0.021 0.0084
H -5.301973 -1.058154 -1.135195 0.066 -0.008 -0.064 0.1061
H 3.188849 -2.679582 0.133372 -0.016 -0.003 0.009 0.0135
H 3.511947 -1.714666 -1.313146 0.009 0.009 -0.003 0.0155
H 2.165959 2.047294 -2.679949 -0.007 -0.024 -0.028 0.0179
N -0.956310 -0.149728 0.529185 0.161 -0.267 0.246 -0.0410
H -3.754263 -2.370640 0.430198 -0.035 -0.108 -0.017 0.1056
Cu -2.422413 1.317265 0.512822 0.041 0.039 0.013 -0.3507